[1]
Entry from the OMol25 dataset: C11H19Br9O4S2 as an isolated structure at a distorted geometry (wB97M-V/def2-TZVPD).

Structure (XYZ):
```
45
Properties=species:S:1:pos:R:3:nbo_charge:R:1
C 8.5171 27.6869 1.0934 -0.464
Br 6.8648 27.4728 2.2728 0.103
Br 9.0657 26.0419 0.0882 0.128
Br 9.9697 28.3562 2.1687 0.301
H 8.3102 28.4482 0.3412 0.264
C 12.4046 25.3093 1.4550 -0.526
Br 13.5983 23.7269 1.3256 0.230
Br 13.4600 26.9891 1.7052 0.148
Br 11.1391 25.0765 2.8957 0.512
H 11.8834 25.4507 0.5082 0.253
C 11.4743 27.5975 -2.2644 -0.449
Br 11.5441 29.0851 -0.9252 0.073
Br 12.9027 26.2769 -1.9096 0.061
Br 11.6045 28.0826 -4.1871 0.144
H 10.5591 27.0407 -2.0635 0.218
C 2.1750 28.1540 3.8302 -0.403
C 3.6958 28.1143 3.9533 -0.411
C 4.1760 26.8867 4.6458 -0.647
S 2.8761 25.5913 4.3957 2.099
O 2.2583 25.3786 5.7481 -0.907
O 3.3854 24.5114 3.5886 -0.925
C 1.7927 26.7199 3.4298 -0.670
H 1.7393 28.8137 3.0799 0.237
H 1.8005 28.3687 4.8311 0.223
H 4.0394 28.9684 4.5369 0.227
H 4.1602 28.1110 2.9672 0.191
H 4.1663 27.2375 5.6778 0.254
H 5.1275 26.4238 4.3842 0.236
H 0.7309 26.5546 3.6123 0.265
H 1.7727 26.5997 2.3467 0.236
C 5.4507 24.9128 -0.0832 -0.423
C 4.1021 25.6533 -0.2101 -0.412
C 4.2794 26.9398 -1.1294 -0.606
S 5.7584 26.4290 -2.2136 2.078
O 6.9096 27.2997 -1.8670 -0.991
O 5.4348 26.3302 -3.6619 -0.901
C 6.0582 24.8755 -1.4466 -0.671
H 5.3470 23.8754 0.2348 0.246
H 6.1049 25.4251 0.6223 0.213
H 3.6141 25.9834 0.7070 0.232
H 3.3692 24.9761 -0.6485 0.228
H 4.7905 27.8014 -0.6999 0.234
H 3.4154 27.3076 -1.6828 0.260
H 7.1220 24.7924 -1.6695 0.254
H 5.5718 24.1698 -2.1200 0.257
```

Calculated values
- net charge = +1
- energy above the lowest of the compared OMol25 structures with the same formula, charge and spin (kcal per mole) = 7.1
- multiplicity = 2
- <S²> = 0.7563

***

[2]
Entry from the OMol25 dataset: C32H51CdN2O2P2 as an isolated structure at a distorted geometry (wB97M-V/def2-TZVPD).

Structure (XYZ):
```
90
Properties=species:S:1:pos:R:3:mulliken_charge:R:1
C -1.8742 -1.7525 -0.5551 -0.631
C 0.3433 -1.9090 -1.3853 -1.102
C -2.2528 -2.7402 -1.4201 -0.691
C -0.1423 -2.6413 -2.5346 -0.785
C -1.4440 -3.1471 -2.4833 -1.080
H -3.2420 -3.1179 -1.2598 0.600
H 0.5514 -2.8474 -3.3604 0.500
H -1.7697 -3.8972 -3.1662 0.456
N -0.5781 -1.3430 -0.5192 0.639
P -2.6046 0.4924 1.0904 -0.312
P 2.3605 -0.8742 0.2273 -0.123
C -2.9113 -1.1743 0.4394 -1.466
H -3.8921 -1.2257 -0.0571 0.501
H -2.9977 -1.8886 1.2826 0.612
C 0.1468 1.9747 2.8654 -0.256
O 0.4631 2.7376 3.6205 -0.210
C 1.7475 -1.7257 -1.2303 -0.439
H 2.2178 -1.3881 -2.1557 0.411
C 3.8009 0.5098 -0.0870 2.178
C 3.0855 -2.5816 0.6750 1.948
C -3.4314 1.5495 -0.3205 1.875
C -3.5250 0.5735 2.7765 1.834
C 3.4078 1.8837 0.4970 -1.620
H 3.1481 1.8245 1.5606 0.281
H 4.2687 2.5721 0.4270 0.506
H 2.5738 2.3603 -0.0304 0.221
C 5.0721 0.0798 0.6481 -1.808
H 4.8812 -0.0103 1.7279 0.318
H 5.4708 -0.8612 0.2527 0.251
H 5.8457 0.8557 0.5120 0.567
C 4.0580 0.6848 -1.5900 -1.598
H 4.8681 1.4270 -1.7276 0.476
H 4.4029 -0.2486 -2.0563 0.300
H 3.1629 1.0533 -2.1242 0.133
C 3.7546 -2.5236 2.0402 -1.565
H 3.1645 -1.8992 2.7370 0.098
H 3.7886 -3.5565 2.4274 0.471
H 4.7809 -2.1344 1.9655 0.347
C 1.8975 -3.5835 0.7277 -1.468
H 1.1046 -3.1839 1.3804 -0.102
H 1.4712 -3.7721 -0.2687 0.351
H 2.2357 -4.5591 1.1095 0.672
C 4.0465 -2.9378 -0.4886 -1.591
H 4.0094 -2.2286 -1.3345 0.234
H 5.0971 -2.9971 -0.1767 0.395
H 3.7504 -3.9070 -0.9179 0.372
C -3.3152 1.9934 3.3405 -1.531
H -3.6878 1.9670 4.3727 0.534
H -2.2459 2.2563 3.3475 -0.023
H -3.8922 2.7373 2.7716 0.312
C -2.8851 -0.4707 3.7006 -1.532
H -3.0402 -1.5068 3.3514 0.334
H -1.8104 -0.2956 3.8564 0.058
H -3.3820 -0.3745 4.6792 0.606
C -5.0139 0.2444 2.6289 -1.642
H -5.4078 0.0686 3.6387 0.532
H -5.5962 1.0768 2.2207 0.333
H -5.2129 -0.6618 2.0358 0.247
C -2.8718 1.1516 -1.6850 -1.466
H -3.3405 1.8588 -2.3953 0.801
H -1.7928 1.3132 -1.6613 -0.322
H -3.1306 0.0986 -1.9103 0.145
C -3.1344 3.0218 0.0346 -1.539
H -2.0547 3.1891 0.1263 0.193
H -3.4825 3.6384 -0.8075 0.508
H -3.6316 3.3941 0.9553 0.249
C -4.9479 1.3499 -0.3669 -1.602
H -5.2425 0.3046 -0.4967 0.290
H -5.5334 1.7678 0.4663 0.288
H -5.3114 1.8589 -1.2705 0.517
Cd 0.0259 0.2561 1.0665 4.974
N 0.2604 1.9668 -0.6191 -0.715
C 0.2017 2.2566 -1.7559 -0.062
C 0.6571 2.2716 -3.1479 0.313
C 0.8338 3.5538 -3.6826 -0.509
C 1.0030 1.1339 -3.9895 0.160
C 1.0170 3.7190 -5.0604 -0.575
H 0.7636 4.4538 -3.0531 0.446
C 1.2342 1.3475 -5.3538 -0.735
H 1.0707 0.0928 -3.5739 0.373
C 1.1946 2.6236 -5.9229 -0.432
H 0.9541 4.7230 -5.4514 0.390
H 1.4386 0.4728 -5.9850 0.393
H 1.3211 2.7335 -7.0046 0.406
C 0.8663 -1.4680 4.0592 -0.984
O 0.1319 -1.4902 2.8218 -0.660
H 1.5100 -2.3511 4.1398 0.353
H 0.1949 -1.4094 4.9247 0.350
H 1.5036 -0.5793 4.0602 0.319
H -0.5315 -2.2101 2.8544 0.208
```

Calculated values
- total energy (hartree) = -2360.0632
- net charge = +1

***

[3]
Entry from the OMol25 dataset: C38H23N9OSr as an isolated structure (wB97M-V/def2-TZVPD).

Structure (XYZ):
```
72
Properties=species:S:1:pos:R:3:mulliken_charge:R:1
Sr 1.1729 0.0103 -0.1467 2.423
C -1.2033 6.1785 1.4350 -0.641
C -1.7018 5.5232 2.5706 -0.587
C -1.6973 4.1422 2.6649 -0.326
C -1.1684 3.4284 1.5953 0.639
C -1.0070 1.9951 1.3454 -0.733
N -1.4015 1.0619 2.1906 -0.327
C -1.3339 -0.2542 1.9571 -0.370
C -1.8243 -1.2608 2.8888 0.507
C -2.4164 -1.1755 4.1475 -0.237
C -2.7659 -2.3555 4.7745 -0.650
C -2.5432 -3.6010 4.1607 -0.646
C -1.9661 -3.6882 2.9087 -0.267
C -1.6018 -2.4990 2.2788 0.471
C -0.9825 -2.2098 0.9911 -0.634
N -0.6660 -3.1544 0.0941 -0.381
C -0.1842 -2.9068 -1.1117 -0.875
N 0.2477 -1.7044 -1.6118 0.022
C 0.5010 -1.8475 -2.9251 -0.154
N 0.8181 -0.8977 -3.8156 -0.550
C 0.8373 0.3929 -3.5414 -0.428
N 0.7124 1.0069 -2.3344 -0.040
C 0.5812 2.3478 -2.5421 -0.515
N 0.2587 3.2853 -1.6730 -0.573
C -0.2103 3.0259 -0.4423 -0.097
N -0.4029 1.8245 0.1266 -0.440
C -0.6708 4.0797 0.4680 -0.009
C -0.6862 5.4657 0.3673 0.075
C 0.7647 2.6404 -3.9741 0.370
C 0.7466 3.8239 -4.6954 -0.245
C 0.9136 3.7345 -6.0691 -0.576
C 1.0718 2.4960 -6.7016 -0.588
C 1.0684 1.3139 -5.9766 -0.183
C 0.9220 1.4115 -4.6020 0.318
C 0.3088 -3.2471 -3.3149 0.049
C 0.4397 -3.9046 -4.5323 -0.013
C 0.1421 -5.2555 -4.5634 -0.643
C -0.2883 -5.9296 -3.4108 -0.569
C -0.4323 -5.2704 -2.2030 -0.233
C -0.1167 -3.9166 -2.1702 0.360
N -0.8274 -0.8721 0.8608 -0.396
H -1.2298 7.2599 1.3950 0.391
H -2.1033 6.1117 3.3859 0.401
H -2.0921 3.6293 3.5320 0.571
H -2.5943 -0.2129 4.6090 0.575
H -3.2267 -2.3253 5.7538 0.409
H -2.8376 -4.5049 4.6787 0.396
H -1.8034 -4.6427 2.4253 0.561
H -0.3067 5.9611 -0.5165 0.567
H 0.6065 4.7747 -4.1992 0.546
H 0.9154 4.6368 -6.6672 0.395
H 1.1917 2.4636 -7.7770 0.388
H 1.1713 0.3503 -6.4572 0.551
H 0.7555 -3.3716 -5.4191 0.553
H 0.2341 -5.8033 -5.4925 0.388
H -0.5183 -6.9858 -3.4726 0.397
H -0.7800 -5.7816 -1.3152 0.557
O 2.4220 -1.9625 1.0465 -0.566
C 2.1585 -2.0659 2.4479 -0.558
C 2.0572 -0.7046 3.0979 0.735
C 1.8618 -0.6442 4.4725 -0.669
C 1.7055 0.5877 5.0743 -0.336
C 1.7577 1.7323 4.2927 -0.668
C 1.9646 1.5788 2.9380 -0.331
N 2.1151 0.3910 2.3387 -0.335
H 2.0330 -2.7433 0.6289 0.321
H 2.9535 -2.6383 2.9322 0.494
H 1.2124 -2.5921 2.6063 0.194
H 1.8124 -1.5585 5.0503 0.403
H 1.5346 0.6578 6.1407 0.425
H 1.6261 2.7180 4.7146 0.450
H 1.9951 2.4468 2.2872 0.485
```

Calculated values
- energy above the lowest of the compared OMol25 structures with the same formula, charge and spin (kcal per mole) = 1.4

***

[4]
Entry from the OMol25 dataset: a 3-piece molecular cluster, C4H14O2S2 overall at a distorted geometry (wB97M-V/def2-TZVPD).

Structure (XYZ):
```
22
Properties=species:S:1:pos:R:3:nbo_charge:R:1
C 0.7702 1.3468 -1.5229 -0.665
C 2.0179 0.4617 -1.5598 -0.416
C 1.7138 -0.9363 -0.9464 -0.545
S 0.1723 -1.8338 -1.3662 0.096
S -0.2184 -2.8056 0.3249 0.082
C -1.1965 -1.9657 1.5613 -0.783
H 0.4755 1.2514 -2.6305 0.223
H -0.1791 0.8851 -1.0528 0.228
H 0.9215 2.3754 -1.1299 0.224
H 2.5318 0.4222 -2.6215 0.208
H 2.8532 0.8784 -0.8786 0.211
H 2.4828 -1.5930 -1.2899 0.215
H 1.8052 -0.8581 0.2024 0.225
H -0.5318 -1.2117 2.1229 0.226
H -2.0261 -1.4163 1.1593 0.226
H -1.5238 -2.7110 2.3086 0.240
O 0.1842 1.5473 2.0837 -0.928
H -0.7001 1.6103 1.8813 0.473
H 0.6750 1.2782 1.4265 0.458
O -3.0355 1.1973 0.4848 -0.923
H -3.4179 1.4686 1.2524 0.456
H -3.7741 0.6088 0.1906 0.469
```

Calculated values
- SMILES string = CCCSSC.O.O
- energy above the lowest of the compared OMol25 structures with the same formula, charge and spin (kcal per mole) = 40.3

***

[5]
Entry from the OMol25 dataset: a 13-piece molecular cluster, C2H29O13 overall at a distorted geometry (wB97M-V/def2-TZVPD).

Structure (XYZ):
```
44
Properties=species:S:1:pos:R:3:nbo_charge:R:1
C 6.8050 -22.0578 -5.6902 -0.666
C 7.7845 -23.0078 -4.9162 -0.164
O 8.5169 -22.4744 -3.8489 -0.352
H 6.1690 -21.3397 -5.1726 0.244
H 6.1143 -22.6205 -6.3181 0.233
H 7.2942 -21.2605 -6.2498 0.215
H 8.3163 -23.5608 -5.6905 0.197
H 7.0919 -23.7655 -4.5498 0.259
O 8.1468 -18.5415 -6.9199 -0.949
H 8.6364 -17.7513 -7.1482 0.491
H 8.5528 -19.2343 -7.4410 0.489
O 3.6111 -21.4334 -4.1609 -0.960
H 3.0387 -20.6808 -4.0119 0.485
H 3.0219 -22.1288 -4.4535 0.483
O 10.7573 -21.7905 -5.6500 -0.937
H 10.0980 -22.1564 -5.0604 0.459
H 11.0992 -21.0276 -5.1838 0.481
O 8.2110 -19.1722 -4.3528 -0.953
H 8.2622 -20.1248 -4.4316 0.440
H 8.0795 -18.8640 -5.2494 0.487
O 6.8738 -26.0942 -2.9469 -0.931
H 6.0735 -26.4315 -3.3494 0.474
H 6.8304 -25.1477 -3.0830 0.461
O 4.0338 -25.1042 -6.2100 -0.930
H 3.1853 -24.8666 -6.5840 0.473
H 4.5068 -24.2748 -6.1420 0.458
O 7.6168 -23.6920 -1.4677 -0.933
H 7.8197 -23.1397 -0.7127 0.489
H 7.8311 -23.1493 -2.2265 0.450
O 6.0704 -21.2961 -2.4101 -0.941
H 5.3274 -21.2992 -3.0136 0.482
H 6.8346 -21.4347 -2.9696 0.452
O 9.9113 -25.1507 -3.2994 -0.931
H 9.1142 -25.5031 -2.9037 0.486
H 9.6524 -24.2938 -3.6384 0.449
O 8.7758 -22.6051 -8.8057 -0.930
H 7.9842 -23.0546 -9.1015 0.468
H 8.9308 -22.9464 -7.9250 0.464
O 5.0467 -20.2733 -7.3447 -0.926
H 5.9370 -20.3795 -7.0095 0.461
H 4.4968 -20.2489 -6.5616 0.470
O 9.9611 -21.1791 -1.4039 -0.933
H 9.3226 -20.4969 -1.1960 0.473
H 9.5744 -21.6535 -2.1399 0.463
```

Calculated values
- energy above the lowest of the compared OMol25 structures with the same formula, charge and spin (kcal per mole) = 12.7
- multiplicity = 2
- <S²> = 0.7544

***

[6]
Entry from the OMol25 dataset: one molecule with the formula C5H8O (wB97M-V/def2-TZVPD).

Structure (XYZ):
```
14
Properties=species:S:1:pos:R:3:nbo_charge:R:1
C 2.8216 0.1189 -0.1002 -0.250
C 1.7068 0.5382 0.0823 -0.012
C 0.3041 0.9173 0.2542 -0.513
C -0.6148 -0.3438 0.3732 0.116
C -1.8613 -0.1782 -0.4765 -0.619
O 0.0010 -1.5292 -0.0746 -0.716
H 3.8014 -0.2591 -0.2902 0.240
H -0.0044 1.5302 -0.6023 0.236
H 0.1912 1.5454 1.1464 0.239
H -0.8980 -0.4493 1.4330 0.154
H -1.5618 -0.1024 -1.5277 0.213
H -2.5064 -1.0534 -0.3661 0.222
H -2.4241 0.7196 -0.2014 0.207
H 0.8943 -1.5633 0.2966 0.481
```

Calculated values
- SMILES string = C#CC[C@@H](C)O
- energy above the lowest of the compared OMol25 structures with the same formula, charge and spin (kcal per mole) = 48.3